Entry 1:
Density functional theory data (ωB97M-V with the def2-TZVPD basis set) for a structure of composition C10H24ClCoO3P2 at a distorted geometry.

XYZ file:
```
41
Properties=species:S:1:pos:R:3:forces:R:3:lowdin_charge:R:1
C 0.24353 -0.19189 -5.62745 -0.4 -0.2 -0.2 -0.0192
C 0.56992 -0.01245 -4.18903 3.6 0.7 0.4 -0.6089
H 1.10978 -0.18349 -6.29445 0.2 0.1 0.6 0.1200
H -0.44538 0.58714 -5.95709 -0.1 0.0 0.1 0.1122
H -0.26144 -1.14836 -5.74592 -0.2 -0.1 0.0 0.1050
O 1.64612 0.19865 -3.66427 -3.5 -0.7 -0.7 0.0713
Cl -0.95590 -0.13397 -3.08238 -0.1 0.0 -0.8 0.7178
Co 0.33600 0.01732 -1.04042 1.5 -0.4 -2.3 0.3186
P -0.14537 1.96684 -0.57594 -1.0 5.3 1.0 0.7250
C 0.99713 3.07998 0.31970 0.2 -0.5 0.0 -0.1917
C -0.26268 2.78718 -2.19801 -0.1 0.0 -0.1 -0.2413
H -0.22162 3.84955 -1.98985 0.0 0.3 -0.2 0.0659
H -1.77439 3.46552 0.28793 -0.1 -0.3 0.0 0.0798
H -1.19507 2.53409 -2.70073 0.0 0.1 0.1 0.0388
H -2.54648 1.93282 -0.28006 0.0 0.2 0.2 0.0672
H 2.01581 2.97201 -0.07398 -0.2 0.2 0.2 0.0750
H 0.55982 2.49113 -2.85199 0.1 0.2 0.1 0.0439
C -1.70753 2.36993 0.27629 -0.1 -0.5 -0.3 -0.1783
H 0.62279 4.09368 0.13700 0.2 -0.2 0.2 0.0714
H -1.68320 1.96573 1.29746 -0.1 0.2 -0.4 0.0534
H 0.99400 2.86207 1.39739 0.0 0.1 -0.4 0.0647
P 0.04693 -1.93095 -0.38062 -0.4 -5.8 1.5 0.7412
C 1.24944 -2.89654 0.62162 0.4 0.7 0.0 -0.1975
C -1.48885 -2.44622 0.47699 -0.2 0.7 -0.3 -0.1820
H -0.74957 -2.66093 -2.56844 0.0 -0.2 0.1 0.0153
H 0.00416 -3.98266 -1.62952 0.0 -0.1 -0.1 0.0695
H 1.00115 -2.75350 -2.45602 0.1 -0.1 0.1 0.0611
C 0.07289 -2.93415 -1.90901 -0.1 0.2 -0.3 -0.2449
H -2.35586 -2.15854 -0.12470 0.0 -0.1 0.2 0.0630
H -1.45270 -3.53535 0.59438 0.0 0.2 -0.1 0.0770
H 0.97546 -3.95701 0.54397 0.0 0.3 0.0 0.0737
H 1.23126 -2.58128 1.67451 0.0 -0.2 -0.3 0.0597
H -1.55307 -1.95885 1.45709 0.0 -0.2 -0.2 0.0539
H 2.26226 -2.74826 0.22883 -0.1 -0.1 0.2 0.0712
C 0.61093 0.14605 1.20589 0.9 0.3 5.9 -0.4746
O 1.75881 0.13443 1.63026 -1.6 0.0 -2.4 0.1390
C 0.11132 0.14882 3.51930 0.2 0.0 1.4 -0.0180
O -0.41193 0.19276 2.16757 1.2 -0.3 -2.0 -0.1236
H 0.82614 -0.65904 3.65295 -0.1 -0.2 -0.3 0.0990
H -0.68438 0.01117 4.26876 -0.1 0.1 -0.9 0.1204
H 0.64575 1.06587 3.75851 -0.1 0.2 -0.2 0.1063
```
Forces are in eV/Å.

Computed properties:
- Highest occupied orbital energy (spin up / spin down): -15.2 / -17.9 eV
- Lowest unoccupied orbital energy (spin up / spin down): -7.18 / -9.92 eV
- Largest force on an atom: 0.1168 Eh/bohr
- Energy: -85609.830 eV
- HOMO-LUMO gap (spin up / spin down): 8.044 / 8.012 eV
- Expectation value of S²: 6.0215
- Total charge: +2
- Multiplicity: 5



Entry 2:
Density functional theory data (ωB97M-V with the def2-TZVPD basis set) for a structure of composition C10H24ClI2LaO4P2 at a distorted geometry.

XYZ file:
```
44
Properties=species:S:1:pos:R:3:forces:R:3:lowdin_charge:R:1
I 1.10062 -6.40014 0.45665 -0.4 -0.1 -0.3 0.0874
I -0.87764 -6.53828 -1.37233 0.4 0.1 0.4 0.0677
La 0.58952 0.05764 -1.09776 -0.5 5.9 -0.8 1.3254
P 2.48226 -0.41657 -3.09979 -0.5 0.3 0.8 0.6043
C 2.90483 -2.11542 -3.41310 0.5 0.3 -0.6 -0.2547
C 1.82134 0.33910 -4.59124 0.2 -0.1 -0.2 -0.2434
H 3.69414 1.54950 -2.39807 0.1 -0.2 -0.2 0.0381
H 4.61056 0.42790 -3.47534 0.4 0.3 0.3 0.0706
H 4.39629 0.05015 -1.72673 0.1 0.0 -0.2 0.0639
C 3.94508 0.50557 -2.61261 0.2 -0.1 -0.3 -0.2452
H 1.53174 1.37908 -4.40681 0.2 -0.2 -0.1 0.0360
H 2.64215 0.27905 -5.30985 -0.3 0.2 -0.4 0.0721
H 3.64247 -2.04940 -4.21326 0.1 -0.8 -0.1 0.0700
H 2.01701 -2.66158 -3.72084 0.1 -0.1 -0.2 0.0592
H 0.95097 -0.22281 -4.94272 0.2 0.1 -0.1 0.0632
H 3.31907 -2.55892 -2.51160 0.2 -0.1 -0.1 0.0597
C 0.64827 -2.19727 -0.96962 0.7 -4.6 -0.3 -0.2187
O 0.54840 -3.27371 -0.77635 -0.3 -2.2 0.4 0.1156
Cl 0.94744 2.48737 -1.72233 0.1 0.7 -0.4 -0.0835
C -0.16274 1.13467 5.05191 0.5 0.3 0.3 -0.0561
C -0.54256 0.28837 3.89238 -0.5 -1.2 0.7 -0.2749
O 0.47724 0.39631 2.86131 0.4 0.1 -1.9 -0.2714
P -0.02345 0.85961 1.42051 -1.1 1.2 5.6 0.7538
O -0.54198 2.35596 1.87110 0.1 -2.1 -1.0 -0.2698
C -1.76169 2.93271 1.35352 0.3 1.5 -0.3 -0.2714
C -2.92989 2.61222 2.22863 -0.4 -0.2 0.2 -0.0649
O -1.25523 -0.37356 1.31446 0.8 1.6 -2.2 -0.3056
C -2.13023 -0.28216 0.14461 -0.7 0.4 1.2 -0.3517
C -2.88768 -1.56479 -0.06761 0.1 0.2 -0.1 -0.0292
H 0.83154 0.85723 5.41860 -0.2 0.1 0.0 0.0968
H -0.88810 0.98862 5.84789 0.0 0.0 0.1 0.0963
H -0.15569 2.18764 4.76431 0.0 0.0 0.1 0.0868
H -0.56191 -0.79282 4.14052 -0.1 0.6 0.0 0.1415
H -1.54168 0.56538 3.53806 0.4 0.0 -0.2 0.0930
H -1.59714 4.04269 1.32561 0.0 -1.1 0.0 0.1524
H -1.87493 2.60289 0.32035 -0.2 0.1 -0.2 0.0905
H -2.78929 2.99358 3.24439 0.0 -0.1 -0.2 0.1030
H -3.81293 3.08990 1.80942 -0.1 0.1 0.0 0.0985
H -3.13546 1.53676 2.29032 0.0 0.1 0.0 0.0686
H -2.82598 0.56111 0.32405 0.4 -0.4 -0.4 0.1242
H -1.56409 -0.04487 -0.79396 -1.2 0.1 0.3 0.0122
H -3.50384 -1.78070 0.80562 0.1 -0.1 -0.1 0.1116
H -3.53189 -1.41731 -0.93468 -0.1 -0.2 0.0 0.1055
H -2.20491 -2.39071 -0.26763 -0.1 -0.2 0.1 0.0725
```
Forces are in eV/Å.

Computed properties:
- Highest occupied orbital energy: -13.8 eV
- Lowest unoccupied orbital energy: -8.64 eV
- Largest force on an atom: 0.1171 Eh/bohr
- Energy: -67095.200 eV
- HOMO-LUMO gap: 5.211 eV
- Total charge: +2
- Energy relative to the best compared isomer or geometry (same formula, charge and spin): 72.1 kcal per mole



Entry 3:
Density functional theory data (ωB97M-V with the def2-TZVPD basis set) for a structure of composition C10H24ClO2P2Yb at a distorted geometry.

XYZ file:
```
40
Properties=species:S:1:pos:R:3:forces:R:3:lowdin_charge:R:1
C 0.30577 0.96837 -3.30932 0.4 0.0 -0.2 -0.0454
C 0.78405 1.11588 -1.90011 1.2 -1.9 1.4 -0.4686
H 1.03873 0.35374 -3.86276 -0.4 0.3 0.2 0.1159
H 0.15654 1.93141 -3.81788 0.1 -0.3 0.2 0.0896
H -0.66776 0.45592 -3.27691 0.3 0.2 0.0 0.0268
O 1.60816 0.38121 -1.33690 -1.9 1.7 -1.3 0.0102
Cl -2.40382 0.04197 -1.56133 -0.3 0.0 -0.4 0.0079
Yb -1.96757 -0.66311 0.81329 -1.5 0.4 -0.4 0.8322
P 0.12532 2.50374 -0.77652 0.1 0.2 0.0 0.9363
C 1.55856 2.99462 0.18925 0.2 0.1 -0.1 -0.1571
C -0.48708 3.79425 -1.85347 -0.2 0.3 0.1 -0.1668
H -0.59321 4.71986 -1.27007 0.0 -0.2 -0.2 0.0822
H -1.44720 3.10927 0.94246 0.2 -0.1 -0.1 0.0920
H -1.47183 3.50248 -2.24483 0.2 0.0 0.1 0.0844
H -2.08041 1.75096 -0.02358 0.8 0.4 0.3 -0.0495
H 2.45937 2.99323 -0.43676 -0.2 0.1 0.2 0.0849
H 0.19695 3.96784 -2.69425 -0.1 0.0 0.3 0.0791
C -1.16464 2.15366 0.47217 -0.5 0.0 -0.1 -0.2549
H 1.38377 3.99233 0.61217 0.1 -0.2 -0.1 0.0838
H -0.78709 1.49919 1.29074 0.0 0.5 -0.6 0.0026
H 1.70344 2.26699 0.99547 0.0 0.1 -0.2 0.0556
P 0.23785 -2.55327 0.89329 -0.3 -1.1 -0.6 0.8518
C 1.64669 -3.61955 1.03933 0.6 -0.4 0.2 -0.1381
C -1.29291 -3.30060 1.49024 0.5 -0.6 0.6 -0.2239
H -1.01073 -1.75485 -1.10397 0.6 -0.2 0.0 -0.0590
H -0.16463 -3.27601 -1.33662 0.1 0.1 0.3 0.1054
H 0.76892 -1.76077 -1.31178 -0.1 0.0 0.1 0.0649
C -0.07037 -2.29266 -0.84931 0.0 0.2 -0.7 -0.2065
H -2.24139 -2.95882 0.99966 0.2 -0.1 0.2 0.0084
H -1.18702 -4.35273 1.18498 -0.2 0.2 0.1 0.0945
H 1.38703 -4.61069 0.63291 0.0 0.3 0.1 0.0941
H 1.95950 -3.73912 2.08634 -0.1 0.1 -0.3 0.0914
H -1.38163 -3.27835 2.58776 -0.1 0.0 -0.4 0.0847
H 2.47339 -3.19367 0.44749 -0.2 -0.1 0.2 0.0957
C 0.59729 -0.96689 1.79386 2.3 1.6 0.1 -0.5335
O 1.62903 -0.36975 1.45094 -2.7 -1.5 0.7 0.0805
C -0.25344 -0.53266 2.98350 0.2 0.1 0.3 -0.0955
H 0.05215 -1.12679 3.85783 0.2 0.0 -0.1 0.1254
H -1.36496 -0.66413 2.98900 0.5 0.0 -0.1 0.0135
H -0.03486 0.51750 3.21371 0.0 -0.3 0.0 0.1050
```
Forces are in eV/Å.

Computed properties:
- Highest occupied orbital energy (spin up / spin down): -10.9 / -15.1 eV
- Lowest unoccupied orbital energy (spin up / spin down): -8.16 / -8.13 eV
- Largest force on an atom: 0.0618 Eh/bohr
- Energy: -77466.247 eV
- HOMO-LUMO gap (spin up / spin down): 2.726 / 6.990 eV
- Expectation value of S²: 0.7512
- Total charge: +2
- Multiplicity: 2
- Energy relative to the best compared isomer or geometry (same formula, charge and spin): 51.7 kcal per mole



Entry 4:
Density functional theory data (ωB97M-V with the def2-TZVPD basis set) for a structure of composition C10H24CuN2O8 at a distorted geometry.

XYZ file:
```
45
Properties=species:S:1:pos:R:3:forces:R:3:lowdin_charge:R:1
Cu -8.46944 -19.94499 9.25298 1.1 -0.3 -0.8 0.6992
O -5.29541 -18.67586 6.66595 -0.7 0.2 0.3 0.0985
C -6.09596 -18.36882 7.72953 -0.5 0.5 1.1 -0.7427
O -5.79453 -17.45998 8.51310 0.6 0.0 -0.5 0.0032
O -7.15293 -19.07402 7.82837 -0.4 -0.9 -0.6 -0.0693
H -5.91007 -19.26281 6.20258 0.5 -0.3 -0.4 0.1087
O -10.09735 -22.92288 7.23328 -0.1 0.6 0.0 0.0970
C -9.59947 -21.76280 7.74788 0.2 0.3 0.3 -0.7791
O -10.30594 -20.73793 7.71699 -0.2 -0.2 -0.1 -0.0140
O -8.45298 -21.81491 8.27182 -0.1 0.5 0.3 -0.0195
H -10.94991 -22.60339 6.90529 -0.1 -0.4 -0.2 0.1086
C -8.30660 -16.36425 11.70383 -0.7 -0.1 0.1 -0.0417
C -8.69090 -17.53603 10.77824 0.3 0.8 1.1 -0.4039
C -9.40567 -17.00356 9.55644 0.0 -0.3 0.3 -0.1870
O -9.78440 -18.11676 8.78561 -0.2 -0.1 0.2 -0.2396
C -10.28227 -17.89159 7.46953 0.0 0.3 -0.2 -0.0703
N -7.52020 -18.36931 10.42632 -1.8 0.9 -0.3 0.0730
H -7.98329 -15.49318 11.13418 0.5 -0.1 0.1 0.0863
H -7.57994 -16.69928 12.44441 0.3 0.2 -0.2 0.0768
H -9.16205 -16.03471 12.30228 -0.1 0.0 -0.2 0.0798
H -9.41423 -18.11918 11.36219 0.1 -0.3 -0.2 0.1166
H -8.76035 -16.32090 8.99412 0.0 0.0 0.0 0.1443
H -10.27944 -16.47311 9.95472 -0.1 0.2 -0.4 0.1395
H -10.25731 -16.83547 7.18621 0.2 0.1 0.3 0.0939
H -11.31801 -18.22119 7.41741 0.1 -0.2 -0.1 0.0900
H -9.65097 -18.44608 6.78160 -0.2 -0.1 -0.1 0.0839
H -6.99255 -17.81240 9.72412 0.4 -0.5 0.1 0.0615
H -6.93616 -18.42418 11.25262 0.1 -0.5 -0.1 0.1064
C -9.76497 -21.81551 13.06805 0.1 0.7 0.8 -0.0576
C -9.00964 -20.95655 12.06752 -0.1 -0.7 -0.7 -0.3766
C -7.64505 -21.58383 11.79509 0.0 -0.1 -0.6 -0.1846
O -7.14333 -21.08746 10.57619 0.6 -0.3 0.7 -0.2813
C -5.79900 -21.45838 10.35233 0.4 0.3 0.0 -0.0598
N -9.83861 -20.86033 10.80635 1.2 0.4 1.2 0.0885
H -10.12685 -22.77218 12.69107 0.1 0.1 -0.4 0.0889
H -10.62157 -21.22831 13.40445 -0.1 -0.3 0.3 0.0852
H -9.12925 -22.05180 13.92518 -0.1 0.1 0.1 0.0876
H -8.83883 -19.94435 12.43110 -0.1 0.0 0.1 0.1259
H -7.68022 -22.67828 11.70771 -0.3 0.0 0.2 0.1417
H -6.97893 -21.34085 12.63280 0.0 0.0 0.0 0.1375
H -5.65947 -22.53632 10.46432 -0.1 0.0 -0.2 0.0991
H -5.12641 -20.95652 11.06043 -0.1 0.0 0.1 0.0974
H -5.51552 -21.11991 9.35902 -0.2 -0.2 -0.1 0.1003
H -10.24541 -21.79129 10.81235 -0.2 0.1 -1.1 0.1038
H -10.59699 -20.22013 11.02792 -0.1 0.0 -0.3 0.1038
```
Forces are in eV/Å.

Computed properties:
- Highest occupied orbital energy (spin up / spin down): -9.1 / -9.0 eV
- Lowest unoccupied orbital energy (spin up / spin down): 0.17 / -0.74 eV
- Largest force on an atom: 0.0405 Eh/bohr
- Energy: -74759.853 eV
- HOMO-LUMO gap (spin up / spin down): 9.254 / 8.275 eV
- Expectation value of S²: 0.7518
- Multiplicity: 2